Density functional theory data (wB97M-V/def2-TZVPD) for a structure of composition C63H62BiN6Sb2.

Each line ends with the Mulliken charge.
Cartesian coordinates (Å):
Bi -0.7869 0.4351 0.2143  1.585
C 0.3738 4.8008 -0.2743  -0.786
C 1.1351 5.1857 0.8275  -0.693
C 1.4336 4.2569 1.7964  -0.685
C 0.9689 2.9427 1.6715  -0.305
N 0.2406 2.5849 0.6031  0.959
C -0.0513 3.4989 -0.3421  -0.902
N 1.3199 2.0739 2.6840  -0.358
C 0.8265 0.9249 2.9398  -0.401
N -0.1541 0.1671 2.2858  1.394
C -0.4543 -0.9549 3.0691  -0.373
N -1.3581 -1.8488 2.9557  -0.278
C -2.3627 -1.9313 2.0156  -0.303
C -3.4284 -2.7834 2.3232  -0.812
C -4.4548 -2.9526 1.4237  -0.799
C -4.4155 -2.2723 0.2085  -0.934
C -3.3517 -1.4398 -0.0298  -0.320
N -2.3459 -1.2725 0.8476  1.214
C 0.5001 -0.9840 4.1935  -0.007
C 0.6510 -1.8968 5.2188  -0.416
C 1.6334 -1.6296 6.1646  -0.785
C 2.4155 -0.4765 6.0865  -0.791
C 2.2383 0.4444 5.0611  -0.213
C 1.2730 0.1567 4.1164  0.225
H 0.1186 5.4942 -1.0625  0.587
H 1.4929 6.2029 0.9184  0.473
H 2.0280 4.4968 2.6658  0.611
H -0.6541 3.1557 -1.1763  0.414
H -3.4023 -3.2972 3.2730  0.650
H -5.2806 -3.6123 1.6559  0.450
H -5.1945 -2.3798 -0.5323  0.560
H -3.2900 -0.8677 -0.9505  0.290
H 0.0316 -2.7825 5.2697  0.560
H 1.7902 -2.3224 6.9808  0.476
H 3.1677 -0.2952 6.8428  0.472
H 2.8320 1.3464 4.9930  0.572
C 2.4436 -2.6910 1.2589  -1.138
C 3.5169 -1.8771 0.5112  1.324
C 3.6253 -0.4341 0.9833  -0.912
Sb 5.1393 0.8236 0.0697  0.794
C 4.5401 0.6078 -1.9788  -0.185
C 5.4151 0.1979 -2.9823  -0.213
C 5.0396 0.2679 -4.3196  -0.750
C 3.7892 0.7542 -4.6721  -0.587
C 2.9100 1.1687 -3.6802  -0.572
C 3.2885 1.0956 -2.3485  0.238
C 6.7380 -0.5982 0.0187  -0.088
C 6.6554 -1.8344 -0.6234  0.095
C 7.7417 -2.6984 -0.6340  -0.762
C 8.9255 -2.3379 -0.0033  -0.480
C 9.0217 -1.1120 0.6366  -0.591
C 7.9340 -0.2462 0.6439  -0.624
Sb 0.6556 -3.4111 0.2450  0.811
C 1.3350 -5.4218 -0.0519  0.416
C 0.3862 -6.4061 -0.3203  -0.757
C 0.7763 -7.7125 -0.5847  -0.577
C 2.1214 -8.0503 -0.5757  -0.462
C 3.0748 -7.0793 -0.3019  -0.867
C 2.6832 -5.7725 -0.0403  0.161
C 1.0201 -2.7859 -1.7808  -0.056
C 2.2208 -3.0126 -2.4531  -0.233
C 2.3589 -2.6680 -3.7901  -0.570
C 1.2887 -2.1134 -4.4827  -0.540
C 0.0838 -1.8960 -3.8324  -0.656
C -0.0434 -2.2223 -2.4863  -0.572
H 2.0667 -2.1360 2.1231  -0.157
H 2.8830 -3.6030 1.6641  0.806
H 3.3548 -1.8783 -0.5693  -0.438
H 4.4758 -2.3712 0.6800  0.057
H 3.8469 -0.3852 2.0539  0.517
H 2.6726 0.0929 0.8327  -0.494
H 6.3994 -0.1772 -2.7286  0.451
H 5.7290 -0.0594 -5.0879  0.418
H 3.5038 0.8183 -5.7144  0.427
H 1.9387 1.5631 -3.9468  0.455
H 2.6015 1.4363 -1.5820  0.051
H 5.7452 -2.1225 -1.1372  0.605
H 7.6638 -3.6544 -1.1368  0.419
H 9.7725 -3.0117 -0.0133  0.394
H 9.9436 -0.8245 1.1256  0.399
H 8.0200 0.7106 1.1468  0.375
H -0.6697 -6.1575 -0.3295  0.328
H 0.0287 -8.4680 -0.7902  0.400
H 2.4272 -9.0690 -0.7756  0.380
H 4.1262 -7.3371 -0.2928  0.406
H 3.4469 -5.0330 0.1724  0.297
H 3.0560 -3.4710 -1.9359  0.306
H 3.2998 -2.8422 -4.2970  0.418
H 1.3940 -1.8550 -5.5288  0.428
H -0.7594 -1.4873 -4.3752  0.685
H -1.0019 -2.0737 -1.9927  0.458
C -2.2690 0.7867 -4.7677  -1.875
C -2.9296 1.4835 -3.6073  0.109
C -4.0314 2.2980 -3.8241  -0.597
C -4.6627 2.8939 -2.7460  -0.358
C -5.8667 3.7770 -2.9444  -1.945
C -4.1929 2.6799 -1.4534  -0.748
C -3.0773 1.8757 -1.1716  1.489
C -2.4653 1.2904 -2.3108  0.623
N -2.5909 1.6460 0.1334  -0.368
C -3.2962 2.2117 1.3157  1.312
C -4.7095 1.6076 1.4735  -0.789
C -5.4306 2.2320 2.6719  -0.124
C -5.4662 3.7575 2.5173  -1.207
C -4.0405 4.3219 2.4937  -0.053
C -3.3026 3.9253 3.7740  -1.334
C -3.2520 2.3986 3.8547  0.283
C -4.6785 1.8545 3.9499  -1.375
C -2.5571 1.8314 2.6080  -1.990
C -3.2773 3.7563 1.2915  -0.981
H -2.2756 1.4165 -5.6569  0.479
H -2.8062 -0.1315 -5.0156  0.351
H -1.2394 0.5170 -4.5422  0.117
H -4.3959 2.4610 -4.8316  0.414
H -6.1081 3.8865 -4.0001  0.396
H -5.6943 4.7711 -2.5284  0.352
H -6.7388 3.3583 -2.4387  0.348
H -4.7336 3.1768 -0.6679  0.759
H -1.5977 0.6423 -2.2339  -0.181
H -4.5859 0.5315 1.6418  0.049
H -5.3147 1.7093 0.5767  0.755
H -6.4513 1.8447 2.7140  0.359
H -6.0271 4.2018 3.3440  0.618
H -5.9904 4.0273 1.5941  0.508
H -4.0792 5.4106 2.4100  0.356
H -3.8146 4.3258 4.6528  0.560
H -2.2898 4.3402 3.7638  0.486
H -2.6763 2.0912 4.7317  0.528
H -5.1772 2.2727 4.8282  0.541
H -4.6646 0.7658 4.0660  0.440
H -2.5147 0.7423 2.7030  0.216
H -1.5347 2.2215 2.5766  0.205
H -2.2282 4.0707 1.3454  0.081
H -3.6727 4.1686 0.3670  0.822

electronic energy = -94188.5619 eV
HOMO = -10.0 eV
ΔE to the lowest compared entry with this formula, charge and spin = 0.180 eV
frontier orbital gap = 6.587 eV
largest force on an atom = 0.374 eV/A
2S+1 = 1
charge = +1